(1)
Computed, not measured: a molecular structure, C12H9F6N5O6ReS7Sb, with wB97M-V/def2-TZVPD.

Calculated values
charge	+2
spin multiplicity	1
lowest unoccupied orbital energy (spin up / spin down)	-9.080 / -9.079	eV
E	-133127.2793	eV
relative energy (zero: lowest compared OMol25 entry of this formula, charge and spin)	0.000	eV

Geometry (Å):
Re1 0.749170 -0.242690 -1.906822
N1 -1.698921 -4.157841 5.063706
C1 -1.439302 -3.191946 4.158527
C2 -0.460864 -2.211340 4.419850
C3 -0.199714 -1.225755 3.504267
C4 -0.910767 -1.199370 2.298528
C5 -1.887442 -2.163405 2.021382
C6 -2.144987 -3.149150 2.937306
S1 -0.635185 0.071539 1.191332
O1 0.033683 1.167184 1.812464
O2 -1.760354 0.267044 0.328968
N2 0.517086 -0.567870 0.067606
C7 1.857860 -0.613040 0.357197
N3 2.483692 -0.557940 -0.846281
C8 3.826823 -0.538714 -0.895243
C9 4.523803 -0.608583 0.281254
C10 3.784925 -0.675183 1.471636
N4 2.455506 -0.667580 1.523030
H1 -1.244839 -4.163345 5.959361
H2 -2.431374 -4.827602 4.912168
H3 0.073036 -2.230882 5.361224
H4 0.537284 -0.461851 3.707776
H5 -2.451222 -2.111362 1.099491
H6 -2.908469 -3.890075 2.738397
H7 4.300134 -0.479809 -1.866428
H8 5.602860 -0.610871 0.294340
H9 4.295945 -0.734569 2.425545
S2 1.645769 0.329613 -5.421614
Sb1 -2.082718 -0.759443 -5.060708
S3 1.860938 0.912226 -3.640010
S4 0.482707 -2.034321 -2.869578
S5 -3.948072 -1.468492 -4.288286
F1 0.708203 5.467960 -2.134889
C11 1.370399 4.381110 -1.827641
F2 2.078019 3.954262 -2.865770
F3 2.154169 4.569210 -0.788897
S6 0.149111 3.067402 -1.353788
O3 0.964968 1.839785 -1.172211
O4 -0.619214 3.506200 -0.253674
N5 -0.640492 2.912368 -2.743718
S7 -1.644144 1.779070 -2.973653
O5 -1.970595 1.596580 -4.386644
O6 -1.215206 0.466967 -2.398497
C12 -3.275888 2.234212 -2.169736
F4 -3.154866 2.233518 -0.872497
F5 -4.171552 1.352676 -2.570356
F6 -3.559908 3.434125 -2.628402

Atoms 1-3, force components in eV/Å:
0.05 -0.07 -0.10
0.02 0.02 -0.03
-0.02 -0.06 0.05


(2)
Computed, not measured: a molecular structure, C12H9N2O3S2Se4Tl, with wB97M-V/def2-TZVPD.

Calculated values
charge	-2
spin multiplicity	1
lowest unoccupied orbital energy	4.404	eV
E	-309466.4993	eV
relative energy (zero: lowest compared OMol25 entry of this formula, charge and spin)	0.000	eV

Geometry (Å):
Tl1 1.492877 -3.931756 -0.245769
Se1 3.925874 -5.153989 1.191641
Se2 2.802920 -3.659676 2.587922
Se3 1.020048 -4.871401 3.550500
Se4 -0.510661 -5.096589 1.793289
S1 -1.756863 -3.118955 -1.892939
C1 -1.853312 -1.902807 -0.723519
N1 -1.484372 -2.156378 0.559116
C2 -1.396751 -1.244714 1.545589
C3 -1.762494 0.051114 1.332614
C4 -2.207425 0.376506 0.038101
C5 -2.255503 -0.560974 -0.956459
H1 -1.165161 -3.109585 0.811604
H2 -0.985176 -1.631299 2.468733
H3 -1.616413 0.794697 2.101995
H4 -2.480974 1.401295 -0.189691
H5 -2.556505 -0.302300 -1.961762
O1 2.561691 3.023756 1.750040
S2 1.323408 2.322454 1.482843
O2 0.193708 2.737894 2.294237
N2 1.489041 0.740540 1.439608
C6 1.250547 0.226707 0.216996
O3 1.266409 -0.951118 -0.128436
C7 0.912310 1.305593 -0.808145
C8 0.598546 1.154377 -2.147576
C9 0.274301 2.292436 -2.874265
C10 0.262874 3.551758 -2.271393
C11 0.577432 3.698057 -0.924710
C12 0.897406 2.549616 -0.225300
H6 0.592627 0.164498 -2.588541
H7 0.016082 2.210016 -3.923792
H8 0.003339 4.423597 -2.861102
H9 0.570166 4.666615 -0.441418

Atoms 1-3, force components in eV/Å:
0.12 0.02 -0.11
-0.03 0.00 0.03
-0.06 -0.11 0.09


(3)
Computed, not measured: C12H9NO2 in the gas phase in a non-equilibrium geometry, with wB97M-V/def2-TZVPD.

Calculated values
spin multiplicity	1
structure (SMILES)	COc1c2ccccc2nc2occc12
lowest unoccupied orbital energy	0.132	eV
E	-18172.4989	eV
relative energy (zero: lowest compared OMol25 entry of this formula, charge and spin)	0.000	eV

Geometry (Å):
C1 -1.151715 -2.381487 -1.566448
O1 0.036339 -1.448591 -1.525281
C2 -0.237056 -0.513227 -0.466085
C3 1.005664 0.126771 0.021990
C4 2.310329 -0.238470 -0.442613
C5 3.426670 0.588954 -0.115233
C6 3.288511 1.881925 0.508073
C7 1.982061 2.209486 0.976487
C8 0.840874 1.321494 0.731134
N1 -0.308026 1.672972 1.362074
C9 -1.365176 0.960541 1.015462
O2 -2.677396 1.229607 1.379700
C10 -3.441805 0.198648 0.955589
C11 -2.829607 -0.669601 0.108656
C12 -1.427304 -0.137938 0.068077
H1 -0.881310 -3.412520 -2.015060
H2 -2.011799 -2.086606 -2.271053
H3 -1.453132 -2.774883 -0.529814
H4 2.401904 -0.993379 -1.182669
H5 4.474160 0.280925 -0.378813
H6 4.096356 2.610583 0.642645
H7 1.529233 2.946614 1.650410
H8 -4.353258 0.125668 1.435922
H9 -3.254518 -1.497486 -0.363151

Atoms 1-3, force components in eV/Å:
0.48 -2.57 -0.87
-3.74 -0.39 2.35
3.35 -0.75 -1.35


(4)
Computed, not measured: a molecular structure, C13H10BN8S2Ti, with wB97M-V/def2-TZVPD.

Calculated values
charge	+1
spin multiplicity	1
lowest unoccupied orbital energy	-4.543	eV
E	-71021.4946	eV

Geometry (Å):
Ti1 -0.347885 0.779428 0.800921
C1 -1.683819 0.418791 -3.316583
C2 -1.759407 1.001388 -2.061691
N1 -0.841740 0.465670 -1.243346
N2 -0.160425 -0.449109 -1.971652
C3 -0.635550 -0.483037 -3.218137
B1 0.941572 -1.268108 -1.290709
N3 0.291808 -2.011838 -0.093243
C4 0.213579 -3.313398 0.179259
C5 -0.444061 -3.484914 1.389018
C6 -0.752218 -2.200145 1.797955
N4 -0.307144 -1.307921 0.898792
N5 1.992336 -0.286952 -0.728777
C7 3.305996 -0.221769 -0.944652
C8 3.841951 0.799366 -0.173882
C9 2.759665 1.313874 0.517447
N6 1.636342 0.662561 0.177772
H1 -2.286998 0.629361 -4.181121
H2 -2.421906 1.771853 -1.703640
H3 -0.206229 -1.158232 -3.939540
H4 1.441743 -2.046390 -2.044493
H5 0.643343 -4.030165 -0.500939
H6 -0.658412 -4.409135 1.894196
H7 -1.236122 -1.854448 2.698438
H8 3.770684 -0.910697 -1.630697
H9 4.867764 1.116235 -0.122456
H10 2.714324 2.117250 1.235042
S1 -2.695844 0.609809 1.833254
C10 -1.232610 1.324000 2.578566
S2 0.373684 0.981752 2.984063
C11 -2.173014 2.372727 2.192593
C12 -1.592449 2.955528 0.980877
N7 -0.858206 3.086842 0.093856
C13 -2.941329 3.194231 3.095826
N8 -3.559420 3.835593 3.817686

Atoms 1-3, force components in eV/Å:
0.15 -0.48 -0.37
0.11 0.09 -0.09
-0.06 -0.13 0.10


(5)
Computed, not measured: a molecular structure, C13H10BrClINO4PtS in a non-equilibrium geometry, with wB97M-V/def2-TZVPD.

Calculated values
charge	+2
spin multiplicity	1
lowest unoccupied orbital energy	-12.218	eV
E	-128038.8561	eV

Geometry (Å):
O1 3.360759 0.303162 0.715984
C1 3.581667 -0.290482 -0.407469
I1 5.635410 -0.843509 -0.907268
C2 2.334195 -0.639649 -1.398659
C3 1.102922 0.225241 -0.859929
C4 0.634470 1.520619 -1.618399
Cl1 1.492579 1.998606 -3.158625
C5 -0.564932 2.364335 -1.084444
C6 -1.318455 1.932989 0.225557
C7 -0.902565 0.673347 1.032173
S1 -1.841971 0.285026 2.568644
C8 0.304526 -0.163934 0.446302
C9 0.728342 -1.470715 1.210955
C10 0.120353 -2.768758 0.454804
C11 -1.415040 -2.641930 0.013998
O2 -2.351370 -2.606941 1.125994
C12 -2.495560 2.989256 0.468050
O3 -3.183322 3.222240 1.480304
N1 -2.560402 3.660854 -0.868759
Br1 -4.021546 2.820408 -1.688339
C13 -1.282686 3.684976 -1.645806
O4 -0.904417 4.543200 -2.460143
H1 2.190877 -1.770624 -1.325811
H2 2.667254 -0.356245 -2.455939
H3 -1.304675 0.947750 3.666060
H4 0.409970 -1.383078 2.314499
H5 1.895693 -1.594295 1.194230
H6 0.319191 -3.685617 1.127947
H7 0.728712 -2.964138 -0.509350
H8 -1.617600 -1.781466 -0.734659
H9 -1.671482 -3.607845 -0.576182
H10 -2.951572 -1.839410 0.939448
Pt1 2.880674 -0.763375 2.714833

Atoms 1-3, force components in eV/Å:
0.58 -2.27 -2.79
-0.55 0.94 2.31
-1.86 0.45 0.23


(6)
Computed, not measured: a molecular structure, C13H10BrO2Os in a non-equilibrium geometry, with wB97M-V/def2-TZVPD.

Calculated values
charge	+3
spin multiplicity	5
lowest unoccupied orbital energy (spin up / spin down)	-12.641 / -14.718	eV
E	-90212.0399	eV

Geometry (Å):
Os1 -0.874982 -0.427430 -0.923034
C1 -2.540227 1.504654 -0.077877
C2 -2.078680 0.888621 1.089003
C3 -2.120970 -0.525931 1.200845
C4 -2.753379 -1.309507 0.209333
C5 -3.194287 -0.691472 -0.984394
C6 -3.013310 0.708342 -1.152455
H1 -2.599738 2.585936 -0.141295
H2 -1.754740 1.482883 1.936761
H3 -1.808743 -0.991067 2.129886
H4 -2.959645 -2.357014 0.401192
H5 -3.756174 -1.254944 -1.721675
H6 -3.430412 1.196612 -2.026142
Br1 0.383902 -0.106749 -3.012728
C7 1.982564 -1.220083 -2.982568
C8 2.520456 -1.612434 -4.204160
C9 3.692825 -2.420046 -4.229775
C10 4.247375 -2.907117 -3.065193
C11 3.730233 -2.453249 -1.849228
C12 2.549930 -1.650119 -1.803338
C13 2.073984 -1.178324 -0.423580
O1 2.931962 -0.845203 0.326494
O2 0.772919 -1.173677 -0.236429
H7 2.036330 -1.334304 -5.135744
H8 4.164147 -2.638407 -5.181831
H9 5.112412 -3.556550 -3.070419
H10 4.268774 -2.680517 -0.934509

Atoms 1-3, force components in eV/Å:
-0.01 -0.21 1.09
-0.16 -0.11 0.08
-0.02 0.02 -0.18